Computed, not measured: C7H11I2OP as an isolated structure at a distorted geometry, with wB97M-V/def2-TZVPD.

Last column: natural (NBO) charge in e.
Geometry (Å):
1 C -0.6499 0.4715 1.3091  -0.37
2 C 0.2407 0.8895 -1.1746  -0.37
3 C 0.5434 -0.5755 1.3974  -0.54
4 C 1.2353 -0.3117 -1.0044  -0.54
5 C -0.9337 -1.0569 -0.4595  -0.55
6 C -0.9437 0.4471 -0.2338  -0.21
7 C 0.4449 -1.0095 0.0035  0.63
8 O -0.1497 -1.0625 -5.6501  -1.09
9 P -0.3148 -1.0661 -4.2077  0.97
10 I -2.6746 0.0980 -3.9272  -0.45
11 I -0.8430 -3.4206 -3.5507  -0.35
12 H -1.5087 0.2827 2.1289  0.26
13 H -0.2476 1.4937 1.3889  0.23
14 H 0.7645 1.7434 -0.8474  0.22
15 H -0.0101 1.0933 -2.2464  0.29
16 H 1.3963 0.0162 1.3989  0.23
17 H 0.3562 -1.3215 2.2462  0.29
18 H 1.2501 -0.9117 -1.9007  0.29
19 H 2.3645 -0.1453 -0.6980  0.24
20 H -1.7333 -1.4978 -0.0116  0.26
21 H -1.0339 -1.3551 -1.4685  0.28
22 H -1.9895 0.9546 -0.4502  0.29

Force components x, y, z for each atom (eV/Å):
C -0.174 1.091 0.404
C -0.043 -0.136 0.256
C -1.509 -1.133 1.505
C 3.022 -1.038 0.199
C 0.495 -0.279 -2.062
C -3.204 1.148 -0.480
C -1.449 1.109 0.219
O 0.419 -0.064 -1.480
P 0.109 0.906 0.875
I -0.144 0.035 0.364
I -0.237 -0.881 0.354
H 1.795 0.319 -2.476
H -0.067 -0.404 1.089
H 0.349 1.291 0.677
H -0.227 -0.793 0.923
H 2.025 0.442 1.232
H 0.675 1.016 -1.408
H -0.054 -0.137 -0.684
H -2.479 0.198 -0.454
H -1.667 -1.522 2.262
H 0.156 0.005 -1.334
H 2.209 -1.173 0.020

E_HOMO: -7.36 eV
gap between HOMO and LUMO: 4.165 eV